# 1
Here is C6H11N3 in the gas phase at a distorted geometry from the Open Molecules 2025 dataset. Energies are from wB97M-V/def2-TZVPD.

Output
highest occupied orbital energy = -0.324 Eh
electronic energy = -10867.417 eV
SMILES = [H]/N=C(\N)NC(C)(C)C#C
E_LUMO = 0.94 eV

Last column: Löwdin charge in e.
Geometry (Å):
C  0.62  0.23  -0.34  -0.572
C  1.77  -0.29  -1.22  -0.033
C  1.11  1.37  0.57  -0.036
N  0.12  -0.91  0.47  0.009
C  -1.18  -0.78  1.18  -0.587
N  -1.88  -1.67  0.46  0.078
N  -1.30  -0.05  2.21  0.113
C  -0.47  0.72  -1.19  -0.095
C  -1.36  1.09  -1.89  0.152
H  0.84  -1.16  1.16  0.139
H  -2.87  -1.77  0.63  0.079
H  -0.86  -1.80  -0.22  0.188
H  -2.24  -0.10  2.60  0.040
H  2.58  -0.67  -0.59  0.083
H  1.42  -1.10  -1.86  0.085
H  2.16  0.51  -1.84  0.089
H  1.97  1.03  1.16  0.085
H  1.41  2.23  -0.03  0.087
H  0.32  1.67  1.26  0.068
H  -2.15  1.42  -2.52  0.027

=====

# 2
Here is a molecular structure, C11H15AgN3S from the Open Molecules 2025 dataset. Energies are from wB97M-V/def2-TZVPD.

Output
highest occupied orbital energy = -0.411 Eh
electronic energy = -30947.649 eV
total charge = +1
E_LUMO = -2.89 eV

Last column: Löwdin charge in e.
Geometry (Å):
Ag  -0.34  -0.44  2.66  0.731
S  -0.30  -2.24  -1.56  1.012
C  -1.92  -2.41  -1.05  -0.447
C  -2.10  -2.00  0.24  -0.250
C  -0.90  -1.51  0.88  -0.301
C  0.15  -1.58  -0.01  -0.560
C  1.54  -1.14  0.25  -0.316
C  2.59  -1.53  -0.57  -0.035
C  3.87  -1.10  -0.29  -0.044
C  4.08  -0.28  0.81  -0.051
C  2.98  0.06  1.58  -0.128
N  1.74  -0.34  1.31  0.036
H  -2.65  -2.87  -1.71  0.072
H  -3.05  -2.08  0.74  0.097
H  2.41  -2.20  -1.41  0.094
H  4.70  -1.40  -0.91  0.118
H  5.06  0.08  1.07  0.111
H  3.10  0.70  2.45  0.111
N  -1.80  0.73  -1.69  0.173
C  -1.97  1.99  -0.88  -0.119
C  -1.10  1.82  0.37  -0.311
N  -1.39  2.66  1.51  0.016
H  -2.39  0.72  -2.53  0.171
H  -2.04  -0.12  -1.14  0.093
H  -0.83  0.59  -1.99  0.146
H  -3.03  2.05  -0.62  0.133
H  -1.70  2.83  -1.50  0.131
H  -0.05  1.93  0.11  0.126
H  -1.22  0.79  0.68  0.032
H  -2.36  2.66  1.78  0.078
H  -1.08  3.62  1.42  0.079

=====

# 3
Here is C3H3NO2S2 in the gas phase at a distorted geometry from the Open Molecules 2025 dataset. Energies are from wB97M-V/def2-TZVPD.

Output
highest occupied orbital energy = -0.340 Eh
electronic energy = -30413.367 eV
SMILES = O=CN(C=O)SC=S
E_LUMO = -0.82 eV

Last column: Löwdin charge in e.
Geometry (Å):
C  2.06  -0.16  0.48  -0.935
C  -0.74  1.02  -0.98  -0.260
C  -1.41  -0.91  0.53  -0.309
H  3.05  0.18  0.82  0.026
H  -1.84  0.92  -1.50  0.191
H  -0.99  -1.26  1.47  0.109
N  -0.67  0.35  0.30  -0.388
O  0.24  1.75  -1.33  -0.048
O  -2.27  -1.33  -0.20  0.078
S  1.85  -1.20  -0.81  0.620
S  0.71  0.64  1.24  0.917

=====

# 4
Here is CH3F2O3P in the gas phase at a distorted geometry from the Open Molecules 2025 dataset. Energies are from wB97M-V/def2-TZVPD.

Output
highest occupied orbital energy = -0.352 Eh
electronic energy = -21948.851 eV
SMILES = OOP(O)C(F)F
E_LUMO = 0.38 eV

Last column: Löwdin charge in e.
Geometry (Å):
C  0.17  -1.73  0.19  -0.456
O  0.15  0.30  1.64  -0.282
O  0.56  0.40  -2.13  -0.061
O  0.57  0.59  -0.74  -0.428
F  -0.41  -2.61  1.10  -0.047
F  1.49  -1.55  0.58  -0.011
P  -0.62  0.03  0.23  0.899
H  -0.34  0.70  2.41  0.097
H  0.20  1.30  -2.42  0.135
H  0.02  -2.33  -0.81  0.152

=====

# 5
Here is a molecular structure, C20H19I2N6OPtS at a distorted geometry from the Open Molecules 2025 dataset. Energies are from wB97M-V/def2-TZVPD.

Output
highest occupied orbital energy = -0.565 Eh
electronic energy = -62293.874 eV
total charge = +3
E_LUMO = -10.61 eV

Last column: Löwdin charge in e.
Geometry (Å):
Pt  -0.30  0.28  0.20  1.346
C  -1.26  0.46  -4.12  0.045
C  -0.76  0.22  -2.74  -0.179
N  -1.14  0.85  -1.68  -0.041
N  -2.10  1.83  -1.68  0.063
C  -2.53  2.32  -0.50  -0.700
N  -3.44  3.26  -0.50  0.183
S  -1.96  1.74  1.01  0.835
C  0.28  -0.80  -2.49  -0.190
C  0.88  -1.52  -3.50  0.054
C  1.84  -2.49  -3.19  0.037
C  2.17  -2.70  -1.86  0.030
C  1.54  -1.93  -0.89  -0.049
N  0.63  -1.01  -1.20  -0.035
H  -2.04  1.21  -4.19  0.088
H  -1.66  -0.47  -4.53  0.129
H  -0.43  0.77  -4.76  0.126
H  -2.52  2.11  -2.55  0.169
H  -3.86  3.64  -1.34  0.155
H  -3.79  3.63  0.38  0.143
H  0.61  -1.35  -4.54  0.137
H  2.31  -3.06  -3.97  0.145
H  2.90  -3.44  -1.58  0.140
H  1.78  -2.05  0.16  0.129
I  -4.06  -3.25  0.36  1.065
C  -2.52  -2.91  1.68  -0.647
C  -2.35  -3.69  2.84  -0.176
C  -1.32  -3.48  3.73  -0.674
I  -1.17  -4.69  5.38  1.098
C  -0.40  -2.43  3.49  -0.184
C  0.70  -2.08  4.30  0.034
C  1.51  -1.02  3.96  0.005
C  1.25  -0.28  2.81  -0.078
N  0.24  -0.61  2.02  -0.058
C  -0.59  -1.65  2.32  -0.164
C  -1.63  -1.88  1.41  -0.415
O  -1.71  -1.11  0.32  -0.315
H  -3.06  -4.49  3.03  0.098
H  0.89  -2.65  5.20  0.091
H  2.35  -0.74  4.59  0.132
H  1.85  0.57  2.53  0.118
C  2.46  4.88  0.22  -0.054
C  3.01  3.51  -0.20  -0.164
C  2.00  2.46  -0.08  -0.067
N  1.20  1.64  0.03  0.034
H  3.26  5.61  0.15  0.099
H  2.09  4.86  1.24  0.090
H  1.65  5.20  -0.44  0.087
H  3.86  3.22  0.42  0.143
H  3.35  3.52  -1.24  0.141

=====

# 6
Here is 2 unconnected molecules or ions with the total composition C5H6N2O at a distorted geometry from the Open Molecules 2025 dataset. Energies are from wB97M-V/def2-TZVPD.

Output
highest occupied orbital energy = -0.277 Eh
electronic energy = -10302.483 eV
E_LUMO = 0.54 eV

Last column: Löwdin charge in e.
Geometry (Å):
C  -0.60  0.49  0.78  -0.349
C  -0.74  -0.09  -1.33  -0.106
C  0.49  -0.35  -0.93  -0.242
C  1.92  -1.02  -0.91  -0.066
C  0.70  0.12  0.33  -0.150
H  -0.34  1.66  2.79  0.116
H  -1.95  0.35  2.72  0.211
H  -2.42  0.54  -0.16  0.145
H  -0.97  0.02  -2.52  0.164
H  2.61  -0.70  -1.99  0.182
H  1.82  -2.14  -1.09  0.113
N  -1.06  1.20  2.02  -0.038
N  -1.44  0.46  -0.24  0.067
O  1.98  -0.56  0.53  -0.047

=====

# 7
Here is 2 unconnected molecules or ions with the total composition C3H7NO at a distorted geometry from the Open Molecules 2025 dataset. Energies are from wB97M-V/def2-TZVPD.

Output
highest occupied orbital energy = -0.339 Eh
electronic energy = -6759.471 eV
SMILES = C=CO.C=N
E_LUMO = 0.92 eV

Last column: Löwdin charge in e.
Geometry (Å):
C  -1.92  0.37  -0.21  -0.126
N  -1.56  1.45  -0.79  0.013
H  -1.35  -0.19  0.53  0.053
H  -2.96  0.07  -0.35  0.061
H  -2.41  1.98  -0.95  0.038
C  2.18  -0.08  0.80  0.026
C  1.19  -0.40  -0.03  -0.294
O  0.52  -1.60  0.07  -0.062
H  2.81  0.80  0.67  0.054
H  2.30  -0.67  1.69  0.057
H  0.69  0.34  -0.66  0.078
H  0.50  -2.08  -0.77  0.103

=====

# 8
Here is 2 unconnected molecules or ions with the total composition C10H16O2SSi at a distorted geometry from the Open Molecules 2025 dataset. Energies are from wB97M-V/def2-TZVPD.

Output
highest occupied orbital energy = -0.335 Eh
electronic energy = -33436.644 eV
SMILES = CCO[Si](=S)c1ccccc1.CCO
E_LUMO = 0.07 eV

Last column: Löwdin charge in e.
Geometry (Å):
C  -4.07  0.73  0.33  -0.086
C  -3.93  -0.28  -0.64  -0.069
C  -2.97  1.48  0.81  -0.057
C  -2.63  -0.52  -1.12  -0.095
C  -1.68  1.14  0.35  -0.117
C  -1.51  0.21  -0.65  -0.305
C  3.18  -0.16  4.02  -0.064
C  1.41  0.09  -4.83  -0.068
C  1.62  -0.21  4.22  -0.340
C  1.38  -0.78  -3.55  -0.264
O  0.89  0.15  3.07  -0.165
O  0.30  -0.39  -2.69  -0.296
Si  0.23  -0.31  -1.07  0.302
S  1.80  -0.85  0.08  0.293
H  -5.07  0.97  0.62  0.087
H  -4.83  -0.78  -1.11  0.120
H  -3.17  2.40  1.48  0.136
H  -2.33  -1.41  -1.69  0.102
H  -0.84  1.81  0.48  0.101
H  3.45  -0.61  3.09  0.051
H  3.47  0.83  4.30  0.068
H  3.64  -0.86  4.63  0.038
H  0.56  0.59  -4.96  0.019
H  2.16  0.94  -4.89  0.104
H  1.57  -0.62  -5.58  0.052
H  1.44  0.40  5.19  0.125
H  1.17  -1.11  4.59  0.083
H  2.33  -0.57  -2.89  0.118
H  1.09  -1.84  -3.90  0.142
H  1.35  -0.42  2.33  -0.014

=====

# 9
Here is a molecular structure, C53H51BCdGeN13S at a distorted geometry from the Open Molecules 2025 dataset. Energies are from wB97M-V/def2-TZVPD.

Output
highest occupied orbital energy (alpha / beta) = -0.098 / -0.098 Eh
electronic energy = -147755.911 eV
total charge = -1
E_LUMO (alpha / beta) = 1.54 / 1.54 eV

Last column: Löwdin charge in e.
Geometry (Å):
Cd  -0.43  0.17  0.11  1.418
C  0.20  -4.92  -2.08  -0.024
C  0.36  -3.43  -2.15  -0.264
C  0.79  -2.70  -3.23  0.029
C  0.74  -1.35  -2.81  -0.244
N  0.29  -1.31  -1.55  0.045
N  0.07  -2.57  -1.15  0.020
B  -0.15  -2.95  0.32  -0.536
N  0.97  -2.31  1.16  0.001
N  1.43  -1.04  1.01  0.034
C  2.56  -0.92  1.74  -0.245
C  2.81  -2.17  2.37  0.009
C  1.80  -3.00  1.98  -0.298
C  1.60  -4.42  2.42  -0.026
C  3.35  0.26  1.95  -0.174
C  4.40  0.25  2.86  -0.090
C  5.07  1.38  3.26  -0.157
C  4.71  2.64  2.73  -0.161
C  3.76  2.72  1.77  -0.131
C  2.97  1.56  1.31  -0.353
N  -1.56  -2.53  0.79  0.020
N  -1.98  -1.27  0.75  0.026
C  -3.23  -1.23  1.20  -0.251
C  -3.64  -2.53  1.53  0.026
C  -2.55  -3.33  1.26  -0.273
C  -2.43  -4.80  1.47  -0.020
C  -4.01  -0.01  1.40  -0.173
C  -5.40  -0.02  1.25  -0.040
C  -6.14  1.11  1.53  -0.094
C  -5.52  2.27  1.94  -0.094
C  -4.14  2.30  2.08  -0.069
C  -3.39  1.16  1.82  -0.039
C  1.12  -0.19  -3.60  -0.196
C  0.93  1.11  -3.14  -0.070
C  1.25  2.19  -3.94  -0.081
C  1.79  2.01  -5.20  -0.098
C  2.01  0.72  -5.66  -0.098
C  1.67  -0.37  -4.87  -0.056
H  0.37  -5.34  -3.06  0.078
H  -0.81  -5.18  -1.76  0.075
H  0.91  -5.35  -1.38  0.078
H  1.10  -3.09  -4.18  0.102
H  -0.07  -4.13  0.43  0.104
H  3.62  -2.43  3.02  0.098
H  2.37  -4.67  3.15  0.078
H  1.68  -5.11  1.58  0.075
H  0.62  -4.54  2.88  0.068
H  4.69  -0.69  3.31  0.093
H  5.85  1.31  4.00  0.068
H  5.22  3.53  3.08  0.094
H  3.48  3.68  1.34  0.092
H  1.92  1.77  1.66  0.076
H  -4.59  -2.83  1.93  0.107
H  -3.35  -5.18  1.91  0.079
H  -1.60  -5.04  2.13  0.069
H  -2.27  -5.31  0.52  0.077
H  -5.89  -0.92  0.92  0.107
H  -7.22  1.08  1.43  0.097
H  -6.10  3.15  2.16  0.097
H  -3.64  3.20  2.41  0.101
H  -2.32  1.16  1.98  0.060
H  0.51  1.27  -2.16  0.061
H  1.08  3.20  -3.57  0.103
H  2.06  2.85  -5.81  0.100
H  2.43  0.55  -6.64  0.100
H  1.83  -1.36  -5.26  0.102
C  -3.37  2.28  -2.69  -0.121
C  -2.70  1.14  -2.00  -0.341
N  -1.87  1.54  -0.92  -0.035
C  -1.54  2.83  -0.82  -0.287
C  -2.04  3.80  -1.67  -0.143
N  -3.00  3.50  -2.58  0.051
C  -0.77  3.17  0.39  -0.216
C  -0.64  4.47  0.86  0.049
C  -0.01  4.70  2.11  -0.148
C  0.45  3.60  2.82  0.047
C  0.28  2.31  2.29  -0.246
N  -0.32  2.13  1.08  0.033
C  0.42  1.13  3.13  -0.221
C  1.38  1.00  4.15  -0.074
N  1.46  -0.07  4.90  0.104
C  0.60  -1.06  4.66  -0.113
C  -0.36  -0.95  3.65  -0.122
N  -0.44  0.12  2.88  0.090
C  0.04  6.03  2.72  -0.164
C  -1.01  6.94  2.56  -0.009
C  -0.94  8.16  3.19  -0.153
N  0.08  8.54  3.95  0.048
C  1.08  7.69  4.09  -0.149
C  1.12  6.44  3.51  -0.005
H  -4.16  2.06  -3.39  0.100
H  -3.41  0.36  -1.66  0.131
H  -1.76  4.84  -1.62  0.083
H  -1.03  5.31  0.30  0.102
H  0.86  3.72  3.81  0.119
H  2.10  1.78  4.35  0.119
H  0.68  -1.94  5.28  0.101
H  -1.08  -1.73  3.46  0.106
H  -1.88  6.67  1.98  0.111
H  -1.73  8.89  3.09  0.102
H  1.90  8.04  4.72  0.104
H  1.97  5.79  3.65  0.113
C  4.18  4.11  -1.79  -0.211
Ge  4.44  2.20  -1.26  0.885
C  6.20  2.05  -0.31  -0.209
C  4.64  1.12  -2.92  -0.204
C  2.86  1.52  -0.23  -0.221
H  5.05  4.49  -2.32  0.005
H  4.01  4.75  -0.93  0.000
H  3.33  4.21  -2.46  -0.007
H  7.01  2.14  -1.03  0.004
H  6.28  1.09  0.18  0.015
H  6.32  2.82  0.44  0.001
H  5.53  1.42  -3.47  0.009
H  3.78  1.23  -3.57  -0.025
H  4.74  0.07  -2.67  0.017
H  2.02  2.14  -0.55  0.043
H  2.66  0.51  -0.57  0.046
S  -1.86  -0.49  -5.62  0.668
C  -1.94  0.05  -4.16  -0.811
N  -1.90  0.41  -3.03  0.122

=====

# 10
Here is a molecular structure, C44H51BrCl2F5N3O3PRhSi from the Open Molecules 2025 dataset. Energies are from wB97M-V/def2-TZVPD.

Output
multiplicity = 5
highest occupied orbital energy (alpha / beta) = -0.405 / -0.469 Eh
electronic energy = -185902.701 eV
total charge = +2
E_LUMO (alpha / beta) = -4.82 / -5.99 eV

Last column: Löwdin charge in e.
Geometry (Å):
Rh  2.46  -0.16  -0.55  0.610
C  -2.02  -0.33  5.91  -0.053
C  -1.54  -1.66  5.35  -0.173
N  -1.10  -1.55  3.95  -0.014
C  0.22  -1.41  3.70  0.043
C  0.78  -1.18  2.48  -0.042
C  2.28  -1.04  2.50  -0.598
O  2.85  -0.99  3.58  0.063
O  2.88  -0.94  1.35  -0.262
C  -0.07  -1.03  1.35  -0.302
O  0.32  -0.79  0.18  -0.128
C  -1.50  -1.18  1.61  -0.039
C  -2.43  -1.05  0.57  0.094
C  -3.76  -1.18  0.80  -0.179
F  -4.62  -0.98  -0.23  0.059
C  -4.29  -1.47  2.08  -0.125
C  -3.37  -1.59  3.11  0.053
C  -1.99  -1.43  2.90  -0.120
N  -5.66  -1.65  2.29  -0.067
C  -6.27  -1.49  3.60  -0.133
C  -6.89  -2.80  4.05  -0.055
N  -7.64  -3.42  2.87  0.085
C  -7.92  -2.42  1.78  -0.078
C  -6.60  -1.91  1.21  -0.123
H  -2.34  -0.45  6.95  0.087
H  -2.86  0.08  5.34  0.069
H  -1.21  0.41  5.89  0.088
H  -2.31  -2.42  5.42  0.113
H  -0.69  -2.02  5.91  0.127
H  0.88  -1.50  4.55  0.152
H  -2.07  -0.81  -0.43  0.111
H  -3.71  -1.83  4.10  0.094
H  -7.03  -0.70  3.58  0.137
H  -5.55  -1.18  4.35  0.124
H  -7.59  -2.67  4.87  0.141
H  -6.12  -3.52  4.34  0.137
H  -8.51  -3.84  3.20  0.183
H  -7.09  -4.18  2.48  0.183
H  -8.52  -1.63  2.22  0.137
H  -8.51  -2.90  1.01  0.144
H  -6.82  -1.04  0.59  0.135
H  -6.19  -2.67  0.55  0.137
F  1.18  -6.18  -4.85  0.170
C  1.25  -4.95  -4.38  -0.133
C  0.85  -3.89  -5.16  -0.134
F  0.40  -4.11  -6.38  0.159
C  0.93  -2.61  -4.66  -0.210
F  0.51  -1.64  -5.47  0.117
C  1.41  -2.33  -3.38  -0.287
P  1.49  -0.59  -2.78  1.041
C  -0.24  -0.05  -2.98  -0.349
C  -0.54  1.28  -3.24  -0.127
C  -1.86  1.69  -3.36  -0.059
C  -2.89  0.78  -3.22  -0.059
C  -2.60  -0.55  -2.95  -0.084
C  -1.28  -0.96  -2.82  -0.100
C  2.44  0.29  -4.07  -0.346
C  3.82  0.39  -3.86  -0.116
C  4.64  1.03  -4.78  -0.067
C  4.09  1.60  -5.92  -0.057
C  2.72  1.51  -6.13  -0.050
C  1.90  0.86  -5.22  -0.087
C  1.80  -3.44  -2.61  -0.562
Br  2.42  -3.28  -0.84  0.908
C  1.72  -4.72  -3.10  -0.268
F  2.08  -5.77  -2.37  0.096
H  0.26  2.00  -3.35  0.094
H  -2.08  2.73  -3.58  0.118
H  -3.92  1.10  -3.34  0.112
H  -3.40  -1.27  -2.83  0.110
H  -1.07  -2.00  -2.60  0.117
H  4.25  -0.07  -2.98  0.030
H  5.71  1.08  -4.61  0.108
H  4.72  2.10  -6.64  0.115
H  2.28  1.95  -7.02  0.116
H  0.84  0.81  -5.41  0.102
C  2.76  3.33  -1.57  -0.216
Si  2.32  2.23  -0.13  0.796
C  0.76  2.97  0.67  -0.657
C  0.67  4.49  0.65  -0.083
C  -0.31  2.42  -0.30  -0.113
C  0.47  2.44  2.08  -0.076
C  4.26  2.94  1.26  -0.438
C  4.28  4.44  1.24  -0.057
C  3.98  2.28  2.58  -0.052
C  5.34  2.29  0.45  -0.108
H  2.73  4.39  -1.31  0.031
H  2.01  3.16  -2.36  0.030
H  3.73  3.09  -2.00  0.025
H  0.85  4.91  -0.34  0.077
H  1.35  4.96  1.35  0.066
H  -0.34  4.79  0.95  0.095
H  -0.20  2.85  -1.31  0.061
H  -1.30  2.73  0.07  0.105
H  -0.30  1.33  -0.39  0.049
H  1.05  2.97  2.83  0.073
H  0.67  1.37  2.18  0.060
H  -0.59  2.61  2.31  0.093
H  3.42  4.89  1.74  0.072
H  4.37  4.85  0.23  0.085
H  5.17  4.76  1.79  0.114
H  3.21  2.78  3.15  0.078
H  4.92  2.34  3.16  0.121
H  3.76  1.22  2.48  0.067
H  5.35  2.61  -0.59  0.077
H  5.28  1.20  0.51  0.015
H  6.30  2.59  0.89  0.117
Cl  7.83  -0.35  -0.38  0.597
C  6.49  -0.45  -1.50  -0.965
Cl  5.00  -1.01  -0.67  0.571
H  6.72  -1.18  -2.27  0.039
H  6.30  0.53  -1.91  0.016